Record 1
# CH3BF2O2

An isolated molecule of CH3BF2O2 in a non-equilibrium geometry (the ωB97M-V functional and the def2-TZVPD basis, the OMol25 dataset).

Geometry as ORCA input:
```
! wB97M-V def2-TZVPD RIJCOSX def2/J DEFGRID3
* xyz 0 1
B 0.453 -0.035 0.152
C -1.195 0.341 -0.128
O 0.836 -0.689 1.231
O 1.080 0.229 -1.051
F -2.023 -0.397 0.678
F -1.580 1.641 -0.171
H -1.288 -0.162 -1.083
H 1.654 -1.016 1.454
H 2.063 0.089 -1.082
*
```

As for the SMILES: OB(O)C(F)F. As for the energy above the lowest of the compared OMol25 structures with the same formula, charge and spin: 0.5892 eV. For the HOMO energy, the calculation gives -10.5 eV.

Atom charges from the Löwdin analysis, given in e for atoms 1 to 8:
1 B -0.532
2 C -0.283
3 O 0.263
4 O 0.146
5 F 0.021
6 F 0.052
7 H 0.129
8 H 0.075



Record 2
# C23H24BrIN3O2RhSSeSi

A structure of composition C23H24BrIN3O2RhSSeSi in a non-equilibrium geometry (the ωB97M-V functional and the def2-TZVPD basis, the OMol25 dataset).

Geometry as ORCA input:
```
! wB97M-V def2-TZVPD RIJCOSX def2/J DEFGRID3
* xyz 0 1
Rh -0.292 -0.157 0.392
Br 2.595 -2.163 0.990
C 2.335 -0.852 2.344
C 3.265 -0.679 3.350
C 3.016 0.326 4.283
C 1.856 1.074 4.174
C 0.981 0.806 3.131
N 1.231 -0.139 2.219
C -0.289 1.630 2.934
O -0.508 2.571 3.685
O -1.017 1.282 1.964
H 4.145 -1.302 3.399
H 3.728 0.515 5.072
H 1.600 1.857 4.873
I -1.770 -1.857 2.351
C -2.354 -3.075 0.683
C -3.058 -4.215 0.957
C -3.489 -5.033 -0.095
C -3.221 -4.673 -1.385
C -2.514 -3.491 -1.684
C -2.288 -3.105 -3.020
C -1.597 -1.962 -3.304
C -1.101 -1.165 -2.263
C -1.285 -1.493 -0.937
C -2.030 -2.662 -0.625
H -3.278 -4.486 1.979
H -4.043 -5.933 0.127
H -3.544 -5.294 -2.208
H -2.687 -3.728 -3.807
H -1.429 -1.659 -4.329
H -0.577 -0.254 -2.535
C -0.467 4.245 0.745
N -1.790 3.754 0.995
C -2.620 4.141 2.009
C -3.725 3.358 1.966
N -3.551 2.485 0.925
C -2.346 2.705 0.354
S -1.725 1.872 -0.971
H -0.163 4.900 1.559
H -0.437 4.775 -0.209
H 0.225 3.400 0.685
H -2.349 4.917 2.693
H -4.599 3.352 2.584
H -4.160 1.725 0.672
C 2.403 -1.343 -3.008
Si 2.930 0.366 -2.340
C 4.644 0.261 -1.497
C 2.975 1.680 -3.729
Se 1.521 1.235 -0.706
H 3.102 -1.678 -3.769
H 1.412 -1.318 -3.451
H 2.388 -2.086 -2.215
H 5.434 0.186 -2.238
H 4.711 -0.607 -0.848
H 4.832 1.144 -0.891
H 3.779 1.462 -4.426
H 3.145 2.671 -3.319
H 2.045 1.715 -4.287
*
```

For the HOMO energy (spin up / spin down), the calculation gives -7.3 / -7.3 eV.

Atom charges from the Löwdin analysis, given in e for atoms 1 to 8:
1 Rh 0.503
2 Br 0.768
3 C -0.725
4 C -0.087
5 C -0.033
6 C 0.014
7 C -0.183
8 N -0.043



Record 3
# C3H11NO3S

A structure of composition C3H11NO3S in a non-equilibrium geometry (the ωB97M-V functional and the def2-TZVPD basis, the OMol25 dataset).

Geometry as ORCA input:
```
! wB97M-V def2-TZVPD RIJCOSX def2/J DEFGRID3
* xyz -2 1
C -0.471 -1.000 -0.901
O -1.305 -0.436 -1.816
C -0.427 -0.663 0.640
C 0.170 -1.857 1.358
S 1.915 -2.245 1.106
N 0.325 0.604 0.771
H -0.650 -2.134 -0.969
H 0.435 -0.860 -1.281
H -1.487 -0.576 1.106
H -0.459 -2.860 1.358
H -0.127 -1.640 2.434
H 0.264 0.951 1.721
H 1.370 0.455 0.464
H 0.671 1.264 -2.093
H -0.878 0.752 -1.903
O -0.139 1.721 -1.952
H -0.238 2.779 -0.542
H 0.808 2.495 0.386
O 0.222 3.251 0.112
*
```

As for the energy above the lowest of the compared OMol25 structures with the same formula, charge and spin: 2.3377 eV. For the HOMO energy, the calculation gives 0.4 eV.

Atom charges from the Löwdin analysis, given in e for atoms 1 to 8:
1 C -0.404
2 O -0.280
3 C -0.468
4 C -0.832
5 S 0.038
6 N -0.024
7 H 0.110
8 H 0.031



Record 4
# C4H8NO2

The ion C4H8NO2 with charge +1 in a non-equilibrium geometry (the ωB97M-V functional and the def2-TZVPD basis, the OMol25 dataset).

Geometry as ORCA input:
```
! wB97M-V def2-TZVPD RIJCOSX def2/J DEFGRID3
* xyz 1 3
C 0.669 -1.115 -0.490
C 1.842 -0.767 0.107
C 0.840 1.164 -0.170
C -1.247 -0.135 0.562
N -0.214 0.059 -0.418
O 2.006 0.541 0.388
O -2.422 -0.385 -0.109
H 0.203 -1.906 -0.898
H 2.697 -1.468 0.353
H 1.076 1.859 -1.002
H 0.401 1.911 0.648
H -0.788 -0.970 1.059
H -1.344 0.752 1.234
H -0.683 0.116 -1.321
H -3.037 0.345 0.057
*
```

Its expectation value of S² is 2.006. As for the energy above the lowest of the compared OMol25 structures with the same formula, charge and spin: 2.5877 eV. For the HOMO energy (spin up / spin down), the calculation gives -10.3 / -16.5 eV.

Atom charges from the Löwdin analysis, given in e for atoms 1 to 8:
1 C 0.032
2 C -0.126
3 C -0.033
4 C -0.210
5 N -0.026
6 O 0.039
7 O 0.048
8 H 0.117